(1)
This record from OMol25 describes an isolated ion of composition C8H14Cl2N and charge +1. The level of theory is the ωB97M-V functional and the def2-TZVPD basis.

Each line ends with the Mulliken charge.
Cartesian coordinates (Å):
N: 0.2573 -1.5707 1.9540  -0.0971
H: 1.2536 0.8328 -0.1041  0.3217
H: 2.3424 -0.5887 0.5249  0.3449
H: -1.4936 3.1899 0.0369  0.3240
C: -0.7227 2.4215 -0.0559  -1.2411
H: -0.0243 -1.3341 -3.9771  0.3458
H: -1.0397 1.6191 -0.7374  0.3452
H: 0.0566 0.3200 -2.1090  0.4148
H: -0.9499 2.7514 2.0027  0.5362
H: -1.5815 -1.3874 -3.1596  0.2759
C: -0.4179 -1.5550 -3.0401  -1.3181
C: -0.3502 2.2172 1.3498  -0.9113
H: 0.6994 2.4800 1.5166  0.3249
C: 1.3140 -0.1992 0.1892  -0.8989
C: 0.1571 -0.7007 -1.9585  -0.4304
Cl: 1.0561 -2.8348 -0.6649  -0.2618
C: 0.8404 -1.0760 -0.8849  0.7145
H: -0.3653 -2.6135 -2.7469  0.3502
H: -0.6560 -1.7586 2.2839  0.4024
H: 0.4429 -2.3735 1.3649  0.2340
H: -0.0154 2.8082 -0.6746  0.4677
H: 0.7811 -1.6092 2.8132  0.3309
C: -0.4737 0.7477 1.7179  0.6241
Cl: -1.4535 0.4636 3.0771  -0.2002
C: 0.3426 -0.2502 1.2816  0.0019

The frontier orbital gap comes out at 0.3620 Ha. As for the total charge: +1. Its SMILES is C/C=C(\Cl)C/C([NH3+])=C(/Cl)CC. The LUMO energy is -3.11 eV. The energy above the lowest of the compared OMol25 structures with the same formula, charge and spin comes out at 0.0 kcal/mol.

(2)
This record from OMol25 describes C8H14ClF6HgLuO as an isolated structure. The level of theory is the ωB97M-V functional and the def2-TZVPD basis.

Each line ends with the Mulliken charge.
Cartesian coordinates (Å):
H: 2.5120 -1.9467 -3.5073  0.3017
F: -1.6927 0.3522 3.0159  -0.2198
H: -1.7381 2.1277 -0.5495  0.2618
C: 1.0541 -0.7213 3.5626  0.6375
O: 0.7968 0.1544 1.3747  -1.0638
H: -2.5809 -0.7051 -4.3877  0.3135
Lu: -0.1218 -1.0134 -2.7099  0.9513
C: -1.5082 -0.4927 -4.4665  -1.4621
F: 1.0526 -0.4110 4.8987  -0.3081
F: -0.5877 1.7413 4.3079  -0.3047
H: -2.7539 0.9112 -1.4192  0.3380
C: 1.8398 1.5972 2.9093  -1.8477
H: 0.5272 -2.3539 -0.0104  0.1189
F: 0.1620 -1.7230 3.3761  -0.2444
C: 1.7192 -1.3558 -3.9818  -1.3369
C: -2.3426 1.2126 -0.4412  -1.4373
H: 2.1153 -0.4016 -4.3528  0.2281
C: -0.3351 -2.1657 -0.6952  -1.3068
F: 2.2886 -1.2194 3.2758  -0.2767
H: 2.7928 1.1868 2.5379  0.3928
H: 1.9163 1.8407 3.9791  0.3658
C: 0.7474 0.5562 2.6470  1.3987
Hg: -1.0916 -0.3294 0.1875  1.2292
Cl: 0.6538 1.1606 -1.9317  -0.6029
H: -1.1435 -2.8751 -0.4263  0.2717
H: 1.5891 2.4893 2.3102  0.3927
H: -3.2066 1.3376 0.2167  0.3222
H: -1.1522 -1.0936 -5.3194  0.3593
C: -0.6305 1.2135 3.0604  0.2675
H: -1.3250 0.5444 -4.7907  0.2383
H: 1.3663 -1.8744 -4.8851  0.2783
F: -0.9230 2.2562 2.2149  -0.2561

The frontier orbital gap comes out at 0.2084 Ha. As for the total charge: -2. The LUMO energy is 5.45 eV.